# 1
{
  "formula": "C48H50InN9O4P2S3",
  "method": "ωB97M-V/def2-TZVPD",
  "symbols": ["In", "O", "N", "C", "C", "C", "C", "C", "S", "H", "H", "H", "H", "N", "C", "C", "C", "C", "N", "H", "H", "H", "H", "H", "H", "H", "H", "H", "H", "H", "H", "S", "C", "N", "C", "C", "N", "C", "C", "N", "H", "H", "H", "H", "H", "H", "O", "S", "O", "O", "C", "N", "C", "C", "C", "N", "C", "C", "C", "N", "C", "C", "H", "H", "H", "H", "H", "H", "C", "P", "C", "C", "C", "C", "C", "C", "C", "C", "C", "C", "C", "C", "P", "C", "C", "C", "C", "C", "C", "C", "C", "C", "C", "C", "C", "H", "H", "H", "H", "H", "H", "H", "H", "H", "H", "H", "H", "H", "H", "H", "H", "H", "H", "H", "H", "H", "H"],
  "positions_angstrom": [[11.3382, 13.4845, 16.4768], [9.6090, 12.6108, 17.3154], [9.5517, 12.9844, 18.6323], [8.2333, 13.0766, 19.0966], [8.0231, 13.4169, 20.3728], [9.1620, 13.6033, 21.2088], [10.4022, 13.4619, 20.6989], [10.6407, 13.1461, 19.3546], [12.2682, 13.0042, 18.7424], [7.4434, 12.9956, 18.3192], [7.0240, 13.5806, 20.7608], [9.1154, 14.0161, 22.2017], [11.3063, 13.7984, 21.3151], [11.8197, 11.1210, 15.7637], [10.8071, 10.1657, 15.1778], [10.6064, 10.3079, 13.6677], [9.7299, 11.4551, 13.2675], [10.3696, 12.8093, 13.2058], [10.1258, 13.5442, 14.5620], [12.4963, 11.3528, 15.0719], [12.3037, 10.6610, 16.4462], [9.7904, 10.3308, 15.6153], [11.0687, 9.1447, 15.4365], [10.0401, 9.4521, 13.3203], [11.5237, 10.3698, 13.0990], [8.6960, 11.5037, 13.6163], [9.5073, 11.2296, 12.1972], [9.8588, 13.4144, 12.4362], [11.4468, 12.7128, 13.0716], [9.2719, 13.2610, 14.9196], [10.1278, 14.5579, 14.4786], [13.1558, 15.9923, 13.3360], [13.1296, 14.8123, 14.4240], [13.0960, 13.9840, 15.2609], [16.2903, 14.0155, 17.2667], [16.2083, 15.4370, 16.7824], [15.1860, 15.9037, 16.1308], [15.4383, 17.2120, 15.8378], [16.7246, 17.5230, 16.2366], [17.2241, 16.3493, 16.8279], [15.9154, 13.3212, 16.6119], [15.7325, 13.9412, 18.2402], [17.3160, 13.6726, 17.4685], [14.7174, 17.8388, 15.3254], [17.3314, 18.4247, 16.1960], [18.1554, 16.2508, 17.2048], [7.0058, 15.6902, 22.4832], [7.9457, 16.0954, 23.4800], [9.0705, 15.1654, 23.5883], [7.4097, 16.6281, 24.6996], [8.7291, 17.4788, 22.4392], [9.0342, 18.6557, 22.9536], [9.5891, 19.5270, 22.0873], [9.8664, 19.2158, 20.7730], [9.6268, 17.9146, 20.3831], [9.0566, 17.0340, 21.2228], [9.8744, 17.3851, 19.0245], [11.0894, 17.4986, 18.3426], [11.3550, 16.5665, 17.3657], [10.4955, 15.6416, 16.9305], [9.2559, 15.5710, 17.4620], [8.9585, 16.4713, 18.5033], [9.8788, 20.5362, 22.4763], [10.3438, 19.9081, 20.0658], [11.8206, 18.1331, 18.6753], [12.3532, 16.4664, 16.8968], [8.5366, 14.7948, 17.0776], [8.0084, 16.4073, 19.0544], [15.8714, 9.9835, 11.7361], [15.1191, 11.5727, 12.4418], [13.6484, 11.7331, 11.2742], [12.7375, 10.6892, 10.9941], [11.5405, 10.9039, 10.2335], [11.2387, 12.1544, 9.7961], [12.1224, 13.2065, 10.0321], [13.3419, 13.0003, 10.6837], [16.2193, 13.0094, 12.0805], [16.8216, 13.2327, 10.8460], [17.4595, 14.4891, 10.6160], [17.4180, 15.4815, 11.6261], [16.8243, 15.2489, 12.8718], [16.3112, 13.9413, 13.0561], [17.2872, 9.2572, 12.6832], [18.4946, 10.5170, 12.3941], [18.7375, 11.3505, 13.5310], [19.5846, 12.4757, 13.3348], [20.1351, 12.6884, 12.1132], [19.7814, 11.8934, 11.0085], [19.1186, 10.7190, 11.1764], [17.8519, 7.9799, 11.5270], [19.2316, 7.6571, 11.6655], [19.8620, 6.9264, 10.7046], [19.1392, 6.3360, 9.6535], [17.7563, 6.5432, 9.6113], [17.1644, 7.4578, 10.4498], [16.2608, 10.1633, 10.7012], [14.9694, 9.2844, 11.6379], [12.9338, 9.7456, 11.4905], [10.8808, 10.0400, 10.2210], [10.3871, 12.3964, 9.2380], [11.8880, 14.1836, 9.5676], [14.0437, 13.7958, 10.7800], [16.8568, 12.6137, 9.9882], [17.8193, 14.6940, 9.5891], [17.9083, 16.4263, 11.5108], [16.8196, 15.9233, 13.7105], [15.8772, 13.7220, 14.0566], [18.1735, 11.2483, 14.4312], [19.7722, 13.1020, 14.2295], [20.7231, 13.5784, 11.8293], [20.0194, 12.1740, 10.0514], [18.9079, 10.1172, 10.3616], [19.8329, 8.0810, 12.4492], [20.8929, 6.7004, 10.8609], [19.6441, 5.6981, 8.9359], [17.1442, 6.0599, 8.7821], [16.2173, 7.8517, 10.1936]],
  "mol_weight_g_mol": 1090.0,
  "gap_ev": 7.5,
  "total_charge": 0
}


# 2
{
  "formula": "C2H4N2O2S",
  "method": "ωB97M-V/def2-TZVPD",
  "symbols": ["C", "C", "N", "N", "O", "O", "S", "H", "H", "H", "H"],
  "positions_angstrom": [[1.3227, 0.9370, 0.2606], [1.7291, -0.4700, -0.0482], [0.2290, 1.4448, 0.3992], [-1.3303, -0.7240, -0.2358], [-3.1223, 1.1259, -0.2974], [-3.7497, -1.2590, 0.0088], [-2.7423, -0.2468, -0.1631], [2.1961, 1.5898, 0.3928], [2.4817, -0.4800, -0.8347], [0.8271, -1.0114, -0.3360], [2.1589, -0.9065, 0.8536]],
  "mol_weight_g_mol": 120.1,
  "gap_ev": [11.1, 6.8],
  "total_charge": 0
}


# 3
{
  "formula": "C50H44BrCl3N4O5ReS2SiTe",
  "method": "ωB97M-V/def2-TZVPD",
  "symbols": ["Re", "C", "Si", "C", "C", "N", "C", "C", "C", "C", "C", "C", "O", "C", "C", "C", "C", "C", "C", "H", "H", "H", "H", "H", "H", "H", "H", "H", "H", "H", "H", "H", "H", "H", "H", "H", "H", "Te", "C", "C", "C", "C", "C", "C", "H", "H", "H", "H", "H", "Br", "C", "C", "C", "C", "C", "C", "H", "H", "H", "H", "O", "S", "O", "N", "C", "O", "C", "C", "C", "C", "C", "C", "H", "H", "H", "H", "Cl", "C", "C", "C", "C", "C", "C", "N", "C", "C", "N", "C", "O", "C", "C", "C", "Cl", "S", "C", "C", "C", "Cl", "C", "H", "H", "H", "H", "H", "H", "H", "H", "H", "H", "H", "H", "H"],
  "positions_angstrom": [[-0.3958, -0.1272, -0.3545], [-1.7693, 1.8270, 3.0110], [-1.0120, 0.1400, 2.9505], [-0.3333, -0.2054, 4.6672], [-2.2842, -1.2032, 2.7705], [0.1702, 0.0993, 1.6529], [1.5382, 0.2337, 1.8565], [2.1614, 0.6425, 3.0507], [3.5402, 0.6638, 3.1948], [4.3721, 0.2847, 2.1483], [3.7899, -0.0557, 0.9360], [2.4159, -0.0338, 0.8170], [1.7970, -0.3654, -0.4133], [2.5480, -0.0274, -1.5747], [3.0421, 1.2508, -1.7347], [3.8178, 1.5206, -2.8542], [4.0781, 0.5233, -3.7887], [3.5446, -0.7459, -3.6125], [2.7731, -1.0282, -2.4915], [-2.5851, 1.8571, 3.7455], [-2.1539, 2.1238, 2.0317], [-1.0212, 2.5694, 3.3169], [-1.1940, -0.4661, 5.2963], [0.1588, 0.6540, 5.1351], [0.3639, -1.0529, 4.6886], [-2.9899, -1.1361, 3.6096], [-1.8185, -2.1926, 2.7990], [-2.8581, -1.1241, 1.8492], [1.5420, 0.9690, 3.8734], [3.9676, 0.9735, 4.1419], [5.4494, 0.2849, 2.2577], [4.4021, -0.3092, 0.0770], [2.8282, 2.0151, -0.9983], [4.2136, 2.5207, -2.9956], [4.6958, 0.7366, -4.6523], [3.7196, -1.5211, -4.3493], [2.3517, -2.0142, -2.3297], [-0.8411, -1.1916, -2.7578], [-0.0577, -0.1387, -4.4033], [0.6972, 1.0242, -4.3055], [1.1478, 1.6586, -5.4573], [0.8510, 1.1336, -6.7078], [0.0889, -0.0251, -6.8083], [-0.3668, -0.6596, -5.6600], [0.9294, 1.4418, -3.3367], [1.7272, 2.5722, -5.3726], [1.2046, 1.6296, -7.6039], [-0.1595, -0.4310, -7.7825], [-0.9778, -1.5539, -5.7418], [0.1312, 6.5176, -1.7194], [-0.0410, 4.6723, -1.3303], [-0.7043, 3.8461, -2.2217], [-0.8111, 2.4898, -1.9321], [-0.2583, 1.9223, -0.7716], [0.3724, 2.8129, 0.1150], [0.4911, 4.1731, -0.1535], [-1.1327, 4.2502, -3.1304], [-1.3529, 1.8654, -2.6333], [0.7842, 2.4452, 1.0487], [0.9846, 4.8359, 0.5480], [-5.8874, -0.0781, -3.0343], [-5.2994, -0.8622, -1.9920], [-5.3616, -2.2953, -2.0725], [-3.7438, -0.4094, -1.7361], [-3.5454, -0.0614, -0.5067], [-2.4009, 0.1793, 0.0745], [-4.8023, 0.0521, 0.3212], [-4.9547, 0.4879, 1.6216], [-6.2386, 0.5174, 2.1590], [-7.3363, 0.1009, 1.4107], [-7.1779, -0.3522, 0.1061], [-5.8972, -0.3566, -0.4093], [-4.0983, 0.7990, 2.1927], [-6.3888, 0.8711, 3.1718], [-8.3277, 0.1288, 1.8496], [-8.0245, -0.6866, -0.4820], [-1.7751, -5.0550, 6.8429], [-0.7495, -5.1946, 5.4501], [-0.6099, -4.1222, 4.5902], [0.2470, -4.2361, 3.5090], [0.9836, -5.3969, 3.2586], [1.9781, -5.4906, 2.1193], [1.3612, -5.4257, 0.7212], [0.3814, -4.3695, 0.5016], [-0.9888, -4.4974, 0.4817], [-1.4810, -3.2503, 0.2614], [-0.4240, -2.3659, 0.1427], [0.6780, -3.0780, 0.2796], [3.1071, -4.6342, 2.1663], [3.1483, -3.4161, 2.8866], [3.1930, -3.5339, 4.3848], [3.8268, -4.4913, 5.1109], [4.7531, -5.8150, 4.5273], [3.6443, -4.2758, 6.8002], [2.7209, -2.8569, 6.5635], [2.5573, -2.5832, 5.2443], [0.7737, -6.4701, 4.1309], [1.5461, -8.0170, 3.8916], [-0.0769, -6.3781, 5.2212], [-1.1541, -3.2035, 4.7702], [0.3585, -3.3707, 2.8605], [2.4118, -6.4815, 2.1531], [0.8846, -6.3810, 0.5102], [2.1724, -5.2859, 0.0117], [-1.4819, -5.4453, 0.6327], [-2.5087, -2.9358, 0.1566], [1.6906, -2.7026, 0.2257], [2.3414, -2.7299, 2.6038], [4.0773, -2.9596, 2.5474], [2.3310, -2.3121, 7.4142], [2.0145, -1.7224, 4.8656], [-0.2089, -7.2234, 5.8821]],
  "mol_weight_g_mol": 1373.2,
  "gap_ev": [5.3, 6.4],
  "multiplicity": 2,
  "total_charge": 0
}


# 4
{
  "formula": "C7H12",
  "method": "ωB97M-V/def2-TZVPD",
  "symbols": ["C", "C", "C", "C", "C", "C", "C", "H", "H", "H", "H", "H", "H", "H", "H", "H", "H", "H", "H"],
  "positions_angstrom": [[2.2690, 0.9900, 0.4351], [1.0764, 1.2020, -0.6177], [0.1528, 0.0393, -0.7949], [-0.5279, -0.5709, 0.3986], [-0.3596, -0.4949, 1.7278], [-2.5541, -1.1291, -0.9626], [-1.7105, -1.4549, 0.0089], [2.5529, -0.0648, 0.6456], [2.0790, 1.5771, 1.3336], [3.1909, 1.4905, 0.1092], [0.5171, 2.1217, -0.3023], [1.4747, 1.6439, -1.5613], [0.6543, -0.8545, -1.2114], [-0.5352, 0.4186, -1.5132], [0.3197, 0.2659, 2.0659], [-1.0178, -0.9668, 2.4072], [-2.3333, -0.2087, -1.5126], [-3.4359, -1.6857, -1.2885], [-1.8128, -2.3187, 0.6323]],
  "mol_weight_g_mol": 96.2,
  "gap_ev": 10.0,
  "total_charge": 0
}


Number 1: maximum force 0.0700 hartree/bohr. Number 2: maximum force 0.0417 hartree/bohr. Number 3: maximum force 0.0190 hartree/bohr. Number 4: maximum force 0.0571 hartree/bohr.